Density functional theory data (wB97M-V/def2-TZVPD) for C50H53BN7OTcTe as an isolated structure.

The geometry in XYZ format:
```
114
Properties=species:S:1:pos:R:3:forces:R:3
Tc 1.45682 0.92773 0.71429 -0.38 0.24 -0.02
C 6.57423 2.18036 2.12169 -0.02 -0.01 -0.01
C 5.53811 1.44266 1.34602 0.05 0.00 -0.07
C 5.70617 0.42860 0.40826 -0.02 0.04 0.10
C 4.42427 0.06352 0.01588 0.13 0.00 -0.05
N 3.53447 0.84051 0.64981 0.03 0.04 0.03
N 4.22197 1.67262 1.47309 0.04 0.03 0.11
B 3.42874 2.61707 2.41630 -0.09 -0.06 -0.09
N 2.50701 1.75460 3.31550 0.10 0.07 0.08
N 1.70124 0.83246 2.73470 0.08 0.20 -0.60
C 1.12484 0.11049 3.70422 -0.04 -0.11 0.24
C 1.53958 0.61128 4.93385 0.15 0.10 0.00
C 2.42903 1.64316 4.64992 -0.08 -0.13 0.02
C 3.21269 2.49313 5.58942 0.00 -0.01 -0.02
C 0.29288 -1.07623 3.46505 -0.10 -0.10 0.02
C 0.66123 -2.02531 2.51318 0.16 0.04 0.13
C -0.05980 -3.20004 2.36631 -0.04 -0.03 0.01
C -1.16605 -3.43841 3.17144 -0.10 0.09 -0.03
C -1.54095 -2.49768 4.12384 -0.02 -0.08 -0.08
C -0.81498 -1.32648 4.27327 -0.01 0.08 -0.07
N 2.53083 3.51819 1.54983 0.03 0.16 0.11
N 1.60284 2.99345 0.69364 0.22 -0.54 0.23
C 1.07608 4.02057 -0.00558 -0.13 0.25 -0.07
C 1.66831 5.20219 0.43646 0.04 -0.04 0.05
C 2.58447 4.84990 1.41093 -0.06 -0.02 -0.14
C 3.49494 5.73523 2.19178 -0.02 -0.04 -0.01
C 0.02254 3.96030 -1.03957 0.10 -0.09 -0.21
C 0.00048 4.94597 -2.03378 0.12 -0.13 0.03
C -1.01184 4.98408 -2.97520 -0.09 -0.06 -0.02
C -2.03279 4.04208 -2.94368 0.05 0.01 0.02
C -2.00726 3.04708 -1.98072 -0.02 -0.01 -0.06
C -0.98238 2.99867 -1.04771 -0.08 -0.08 0.29
C 3.99345 -1.02238 -0.87104 -0.05 -0.05 -0.04
C 4.76439 -1.39836 -1.96857 -0.02 0.05 -0.06
C 4.37055 -2.45768 -2.77018 -0.02 0.01 -0.01
C 3.21077 -3.16591 -2.48067 -0.03 0.00 0.02
C 2.44012 -2.80576 -1.38460 0.10 -0.09 -0.04
C 2.83206 -1.73925 -0.59206 -0.03 0.06 0.19
H 7.56241 1.84175 1.82148 0.01 0.01 0.01
H 6.50936 3.25393 1.94697 0.00 0.00 -0.01
H 6.46150 2.00707 3.19181 0.00 0.00 0.00
H 6.63826 -0.00910 0.09650 0.01 -0.01 0.00
H 4.17277 3.26823 3.07248 -0.01 0.01 0.04
H 1.28727 0.23003 5.90769 -0.03 0.00 0.02
H 2.93943 2.25028 6.61305 0.00 0.01 0.00
H 4.28363 2.32792 5.47256 0.00 -0.01 -0.01
H 3.01785 3.55188 5.42162 -0.01 0.00 0.00
H 1.57513 -1.88576 1.94760 -0.06 -0.02 0.14
H 0.26736 -3.95288 1.65921 -0.01 0.01 -0.02
H -1.72663 -4.35672 3.06105 -0.01 -0.03 0.03
H -2.39485 -2.68271 4.76161 -0.01 -0.01 0.00
H -1.11089 -0.60227 5.02167 0.03 0.02 0.02
H 1.44124 6.20290 0.12089 -0.06 0.05 -0.08
H 3.31345 6.77031 1.91317 0.00 0.00 0.01
H 3.33031 5.63174 3.26354 -0.01 0.00 0.01
H 4.54060 5.50538 1.98925 0.01 -0.01 0.00
H 0.79558 5.67278 -2.10104 0.08 0.08 0.11
H -1.00472 5.75409 -3.73445 0.00 0.01 0.00
H -2.83787 4.08443 -3.66474 -0.01 0.00 -0.02
H -2.79454 2.30466 -1.94616 -0.01 -0.02 -0.02
H -0.99085 2.21849 -0.29497 0.02 0.40 -0.31
H 5.66566 -0.84811 -2.20528 0.02 0.00 0.02
H 4.97520 -2.73587 -3.62242 0.00 -0.01 0.00
H 2.91822 -4.00417 -3.09819 0.01 -0.01 -0.01
H 1.55855 -3.38129 -1.12932 0.00 0.02 0.03
H 2.25760 -1.51116 0.30756 0.11 -0.02 -0.14
C -2.14022 1.63664 2.12946 -0.12 -0.16 0.11
C -1.59882 0.56162 1.24883 0.17 0.00 -0.10
O -2.47661 -0.39684 0.88180 0.13 -0.05 -0.09
N -0.43631 0.50387 0.74714 0.04 -0.14 0.13
Te -1.47763 -1.53660 -0.43221 -0.35 -0.23 0.04
C -2.91630 -3.09255 -0.50686 0.06 0.00 0.03
C -2.60898 -3.99435 -1.53737 0.04 0.03 -0.06
C -1.47825 -3.78007 -2.51835 0.00 0.01 0.08
C -3.40315 -5.12161 -1.69751 -0.04 -0.03 0.00
C -4.48125 -5.37797 -0.86381 0.00 -0.02 -0.02
C -5.33126 -6.60371 -1.03546 0.01 0.03 0.02
C -4.74678 -4.47058 0.15531 0.01 0.01 0.00
C -3.98611 -3.32801 0.36933 -0.07 0.05 0.01
C -4.41070 -2.41687 1.49089 0.00 -0.07 0.02
C -1.99054 -0.50361 -2.18207 0.10 0.00 0.15
C -3.31194 -0.41602 -2.63632 0.00 -0.04 -0.03
C -4.52645 -0.81611 -1.84175 0.04 0.03 -0.01
C -3.51297 0.08702 -3.91960 -0.02 0.09 0.03
C -2.46858 0.51235 -4.72726 -0.01 0.03 0.02
C -2.71620 1.04813 -6.10666 0.00 -0.03 0.01
C -1.17237 0.45809 -4.21683 -0.02 0.04 -0.01
C -0.90786 -0.04441 -2.95652 0.06 0.04 0.03
C 0.51769 -0.04833 -2.46469 -0.05 -0.09 -0.05
H -3.12587 1.38145 2.50922 0.01 0.01 0.02
H -2.20858 2.55459 1.54181 -0.01 0.02 0.02
H -1.45136 1.81363 2.95466 0.03 0.02 -0.01
H -0.52797 -3.52930 -2.02858 -0.02 0.00 -0.02
H -1.70682 -2.98725 -3.23307 0.01 0.01 -0.02
H -1.29325 -4.69122 -3.08280 0.00 -0.01 -0.01
H -3.17054 -5.81386 -2.49789 0.00 -0.01 0.00
H -5.06356 -7.15330 -1.93523 0.00 0.00 0.00
H -6.38679 -6.33778 -1.09439 0.00 0.00 0.00
H -5.21221 -7.27087 -0.18051 0.00 -0.01 0.00
H -5.58610 -4.65656 0.81566 0.00 -0.01 0.02
H -5.06734 -2.95696 2.16994 -0.03 -0.01 -0.02
H -4.96745 -1.55792 1.11031 0.03 0.00 0.03
H -3.57133 -2.03798 2.06333 0.05 -0.01 0.05
H -4.35884 -0.77214 -0.76805 0.00 0.03 -0.05
H -4.84442 -1.82802 -2.09909 0.00 -0.01 0.03
H -5.35057 -0.14367 -2.07625 0.00 0.01 -0.02
H -4.52990 0.15737 -4.28777 -0.01 0.00 -0.02
H -3.77196 1.01300 -6.36575 0.00 0.00 0.00
H -2.16194 0.46949 -6.84645 0.00 0.00 -0.01
H -2.37600 2.08190 -6.18421 0.00 0.01 0.01
H -0.35003 0.82539 -4.81973 0.01 0.00 -0.01
H 1.20204 0.25427 -3.25430 0.00 -0.01 -0.02
H 0.84514 -1.02674 -2.10923 -0.03 0.11 -0.04
H 0.63706 0.68413 -1.64955 -0.04 0.08 0.02
```
Forces are in eV/Å.

Calculated values
charge	+2
⟨S²⟩	2.0147
E	-2768.93891	Ha
spin multiplicity	3